Entry 1:
The following is a quantum chemistry calculation of 2 unconnected molecules or ions with the total composition C5H14N2O2, from the Open Molecules 2025 dataset.

Each line ends with the natural charge from an NBO analysis.
Geometry (Å):
C (-1.35260, 1.40620, -1.72161)  -0.629
C (-0.56583, 1.52300, -0.35853)  -0.205
N (-1.29558, 1.21891, 0.88520)  -0.654
C (-1.35266, -0.10696, 1.39002)  0.695
O (-2.43193, -0.38177, 1.83222)  -0.586
C (-0.13966, -1.08147, 1.31657)  -0.332
N (-0.19225, -1.46557, -0.21977)  -0.614
C (0.59544, -2.77343, -0.50743)  -0.432
H (-2.31180, 2.00316, -1.35884)  0.197
H (-0.97383, 2.25542, -2.31968)  0.216
H (-1.53904, 0.49113, -2.19016)  0.230
H (-0.18255, 2.51710, -0.26260)  0.191
H (0.34752, 0.90141, -0.52074)  0.167
H (-2.20997, 1.76661, 1.00173)  0.402
H (0.83288, -0.82299, 1.64111)  0.206
H (-0.40500, -1.88041, 1.97039)  0.223
H (0.39236, -0.67179, -0.58635)  0.343
H (-0.02963, -3.63884, -0.66700)  0.205
H (1.15557, -2.73884, -1.60040)  0.194
H (1.38403, -3.03790, 0.29071)  0.184
O (3.52366, 1.53905, 1.00073)  -0.944
H (2.84212, 2.05050, 0.60128)  0.472
H (3.90874, 0.92748, 0.38317)  0.473

Results
DFT total energy (a.u.): -458.813253
LUMO (hartree): 0.015
Charge: 0
Structure (SMILES): CCNC(=O)CNC.O
Energy above the lowest of the compared OMol25 structures with the same formula, charge and spin (kcal per mole): 78.0



Entry 2:
The following is a quantum chemistry calculation of 2 unconnected molecules or ions with the total composition C5H14N2O2, from the Open Molecules 2025 dataset.

Each line ends with the natural charge from an NBO analysis.
Geometry (Å):
O (-0.26144, -2.76764, -1.21600)  -0.424
C (-0.67269, -1.76804, -1.72834)  0.392
C (-0.74872, -0.47173, -0.98901)  -0.147
C (0.60935, -0.31045, -0.25611)  -0.438
C (0.68251, -1.10173, 1.04348)  -0.258
C (1.70589, -0.25220, 3.09252)  0.169
N (1.78591, -0.50363, 1.83584)  -0.393
N (-0.98649, 0.60566, -2.03404)  -0.696
H (-1.08263, -1.80111, -2.76375)  0.150
H (-1.61026, -0.30966, -0.32576)  0.272
H (1.45469, -0.46484, -0.92522)  0.250
H (0.81607, 0.77027, -0.08427)  0.232
H (1.01647, -2.13877, 0.86381)  0.277
H (-0.24892, -1.29030, 1.56077)  0.261
H (2.29914, 0.61178, 3.38856)  0.236
H (1.08074, -0.73109, 3.84340)  0.256
H (2.50544, 0.00123, 1.32687)  0.443
H (-1.78748, 0.28835, -2.58460)  0.459
H (-0.12947, 0.89665, -2.51639)  0.451
H (-1.25343, 1.51951, -1.61817)  0.485
H (-2.49600, 3.09556, 0.09649)  0.512
H (-1.05616, 3.44434, 0.02523)  0.497
O (-1.62250, 2.67786, -0.03533)  -0.985

Results
DFT total energy (a.u.): -458.233655
LUMO (hartree): -0.305
Charge: +2
Energy above the lowest of the compared OMol25 structures with the same formula, charge and spin (kcal per mole): 9.9